Density functional theory data (ωB97M-V/def2-TZVPD) for a cluster of 8 separate species, C42H112BF4N7O14 in total in a non-equilibrium geometry.

Geometry (Å):
C -3.7761 -23.5247 -7.9496
O -3.7588 -22.4094 -7.0818
C -2.4748 -21.6392 -7.0942
C -2.3716 -20.7862 -5.8041
N -3.7490 -20.3037 -5.4224
H -4.4040 -21.0724 -5.4064
H -3.7176 -20.0850 -4.4369
C -4.2664 -19.0977 -6.1448
C -5.7827 -18.9491 -5.8675
O -6.4508 -20.1744 -6.1159
C -6.4228 -20.8039 -7.3981
H -3.2517 -23.3062 -8.8798
H -4.8182 -23.7521 -8.1741
H -3.3028 -24.4621 -7.6574
H -2.5477 -21.0337 -7.9977
H -1.5995 -22.2675 -7.2590
H -1.7151 -19.9361 -5.9896
H -1.9958 -21.4092 -4.9924
H -3.9660 -19.3223 -7.1682
H -3.5812 -18.3120 -5.8265
H -6.2769 -18.2224 -6.5123
H -5.9132 -18.5988 -4.8435
H -5.5147 -21.1150 -7.9146
H -6.9582 -20.2443 -8.1651
H -6.9602 -21.7470 -7.2992
C -2.9175 -19.7336 3.6718
O -1.5505 -20.1419 3.5803
C -1.3471 -21.6326 3.6307
C -1.7211 -22.2435 2.3240
N -1.0114 -21.5417 1.1486
H -1.0434 -22.1358 0.3324
H -1.6249 -20.7677 0.9372
C 0.5085 -21.2816 1.3685
C 1.0710 -20.7635 0.0758
O 0.8822 -21.5156 -1.1012
C 1.7618 -21.0742 -2.2198
H -3.1062 -19.5142 4.7227
H -3.5915 -20.5452 3.3977
H -3.0659 -18.8076 3.1164
H -1.9967 -22.1892 4.3063
H -0.3395 -21.8741 3.9691
H -2.7920 -22.2417 2.1205
H -1.3154 -23.2549 2.3017
H 0.9983 -22.2249 1.6100
H 0.6449 -20.5299 2.1460
H 2.1239 -20.6751 0.3435
H 0.6745 -19.7831 -0.1884
H 2.7993 -21.2224 -1.9202
H 1.5950 -20.0401 -2.5212
H 1.5318 -21.7193 -3.0678
C -10.7286 -18.0032 0.3944
O -11.4845 -17.6763 1.5537
C -10.6933 -17.0563 2.5401
C -11.6513 -16.9526 3.6982
N -12.3182 -18.2180 4.1211
H -12.8157 -18.6386 3.3493
H -11.5917 -18.7954 4.5198
C -13.3930 -17.9659 5.2058
C -14.3622 -19.1699 5.3196
O -13.7159 -20.3635 5.0109
C -14.5128 -21.5376 4.9206
H -11.3398 -18.5751 -0.3038
H -9.9858 -18.7865 0.5454
H -10.4293 -17.0755 -0.0932
H -10.2562 -16.1096 2.2225
H -9.7995 -17.6561 2.7116
H -12.4347 -16.2741 3.3607
H -11.1889 -16.5050 4.5779
H -13.8795 -17.0073 5.0256
H -12.8155 -17.9275 6.1295
H -15.2421 -18.9421 4.7180
H -14.8062 -19.3707 6.2947
H -14.7771 -21.8449 5.9324
H -13.9961 -22.3659 4.4358
H -15.3836 -21.3400 4.2954
C -7.9328 -22.9827 0.0040
O -9.1603 -23.6952 0.2774
C -10.1847 -22.8249 0.7535
C -11.5002 -23.5794 1.0531
N -11.7996 -24.5719 -0.0698
H -11.0836 -25.2841 -0.0858
H -12.6052 -25.1040 0.2269
C -12.0950 -24.0150 -1.4737
C -12.7575 -25.1945 -2.2910
O -12.2589 -26.4803 -2.2010
C -11.1960 -26.6448 -3.0752
H -8.0235 -22.2122 -0.7616
H -7.1295 -23.6803 -0.2332
H -7.5939 -22.5402 0.9406
H -10.4011 -22.0560 0.0118
H -9.8184 -22.3374 1.6569
H -12.2863 -22.8574 1.2742
H -11.4147 -24.2125 1.9363
H -11.1736 -23.7026 -1.9653
H -12.9042 -23.2972 -1.3394
H -12.8097 -24.8032 -3.3070
H -13.7891 -25.2664 -1.9466
H -10.7518 -27.6304 -2.9359
H -10.4189 -25.9102 -2.8635
H -11.4894 -26.4953 -4.1142
C -8.4686 -6.3935 1.3093
O -8.5675 -7.5186 0.3788
C -7.7608 -7.4426 -0.8277
C -7.7710 -8.5875 -1.8220
N -8.9952 -9.5592 -1.7842
H -9.8401 -9.0121 -1.8670
H -8.9319 -10.0828 -2.6456
C -9.1030 -10.4874 -0.4694
C -7.7492 -11.1681 -0.2609
O -7.5492 -11.7353 -1.5296
C -6.4853 -12.6091 -1.6388
H -8.6142 -5.3681 0.9696
H -7.4010 -6.4150 1.5283
H -9.0778 -6.5705 2.1957
H -6.7412 -7.4174 -0.4431
H -8.0770 -6.5418 -1.3538
H -6.8615 -9.1194 -1.5426
H -7.7798 -8.1569 -2.8232
H -9.9945 -11.1140 -0.4970
H -9.2177 -9.8180 0.3832
H -7.8461 -11.8978 0.5430
H -6.9496 -10.4792 0.0114
H -5.7350 -12.4942 -0.8565
H -5.9328 -12.2749 -2.5170
H -6.8146 -13.6414 -1.7576
C 1.4458 -14.4215 -1.8878
O 2.0703 -14.1307 -3.1862
C 1.1955 -13.6438 -4.1980
C 1.9917 -12.9013 -5.1956
N 2.6809 -13.8602 -6.1572
H 3.5561 -14.1595 -5.7516
H 2.1599 -14.6897 -6.4032
C 3.2055 -13.1406 -7.4606
C 3.7940 -11.7381 -7.1357
O 4.6611 -11.8984 -6.0616
C 5.9862 -12.4420 -6.2826
H 2.1714 -15.1029 -1.4437
H 0.4735 -14.9142 -1.8935
H 1.3818 -13.5565 -1.2277
H 0.4479 -12.9479 -3.8173
H 0.6625 -14.5151 -4.5786
H 2.7516 -12.3309 -4.6614
H 1.4320 -12.2162 -5.8323
H 2.3424 -13.2103 -8.1228
H 3.9400 -13.8745 -7.7922
H 3.0093 -11.0621 -6.7961
H 4.4037 -11.3601 -7.9563
H 5.9655 -13.4860 -6.5951
H 6.6216 -12.2981 -5.4088
H 6.5168 -11.8770 -7.0490
C -5.7086 -11.1895 10.8328
O -5.7972 -11.4242 9.4670
C -6.9347 -12.2086 9.0790
C -7.1253 -12.3679 7.5989
N -5.9269 -12.9968 6.8449
H -5.1205 -12.4073 6.9943
H -5.6428 -13.9004 7.1952
C -6.1658 -13.2490 5.3538
C -4.8648 -13.5975 4.5774
O -4.1091 -14.4968 5.4255
C -2.7717 -14.6158 4.9135
H -5.8888 -12.1065 11.3938
H -6.4091 -10.4673 11.2522
H -4.7717 -10.6578 10.9985
H -7.7868 -11.7063 9.5368
H -6.9018 -13.2082 9.5123
H -7.2733 -11.3720 7.1814
H -8.0152 -12.9497 7.3585
H -6.6990 -12.4112 4.9046
H -6.8636 -14.0864 5.3599
H -4.2746 -12.7511 4.2263
H -5.2863 -14.1658 3.7483
H -2.7367 -14.9646 3.8814
H -2.1680 -15.1915 5.6150
H -2.2752 -13.6454 4.9174
B -3.6275 -18.3285 -1.0140
F -4.9536 -18.3858 -0.7226
F -3.3974 -17.4592 -2.0398
F -2.9830 -17.9881 0.0879
F -3.2209 -19.6346 -1.4140

Total energy (eV): -95951.5685
Gap between HOMO and LUMO (eV): 8.7551
Energy above the lowest of the compared OMol25 structures with the same formula, charge and spin (kJ/mol): 334.0
Net charge: +6